Formula: C4H9B3F3O7S
Source: OMol25
Level of theory: ωB97M-V/def2-TZVPD

Positions of all 27 atoms, in Å:
1 O 1.73377 0.24910 -0.05893
2 C 0.66790 -0.71193 -0.41293
3 C -0.48781 0.08630 -1.26063
4 C -1.74729 -0.97627 -1.45024
5 B -3.20743 -0.22610 -1.65322
6 O -4.27892 -0.78651 -2.54976
7 B -5.30289 -1.26289 -1.55932
8 O -5.81535 -0.34548 -0.52271
9 B -4.89802 0.78121 -0.26240
10 O -3.60573 1.03695 -0.93822
11 H 2.58184 -0.28252 -0.10415
12 H 1.06631 -1.59069 -1.11323
13 H 0.25293 -1.15402 0.59425
14 H -0.14192 0.48927 -2.30371
15 H -0.92777 0.97951 -0.61318
16 H -1.51887 -1.75724 -2.29245
17 H -1.80823 -1.57000 -0.41749
18 H -5.62246 -2.41298 -1.66699
19 H -5.21733 1.57706 0.57473
20 C 5.07104 1.79842 2.07254
21 F 4.11428 2.58466 1.48245
22 F 6.14398 1.81329 1.21768
23 F 5.47665 2.48178 3.19070
24 S 4.46382 0.07233 2.45193
25 O 4.07630 -0.50197 1.15613
26 O 3.32819 0.24741 3.36781
27 O 5.60297 -0.61869 3.07133

## Properties
Strongest force on any atom   4.8 eV Å⁻¹
Total charge   -1
Gap between HOMO and LUMO   7.86 eV
Highest occupied orbital energy   -5.8240 eV
Electronic energy   -39649.671 eV

Atomic partial charges in e from the Löwdin method, atoms 1 to 2: -0.1422, -0.2491


Formula: C24H80N4O14
Source: OMol25
Level of theory: ωB97M-V/def2-TZVPD

Positions of all 122 atoms, in Å:
1 O -13.94977 -10.63284 6.59754
2 H -14.75852 -10.65645 6.08606
3 H -13.92678 -9.75119 6.96958
4 O -9.97319 -8.65287 4.98331
5 H -9.92600 -7.69908 5.04881
6 H -9.23984 -8.89103 4.41611
7 O -8.12188 -7.81074 2.39062
8 H -7.39288 -8.32615 2.04546
9 H -8.89043 -8.36701 2.26357
10 O -7.05174 -10.54640 0.86380
11 H -7.90390 -10.95622 1.01253
12 H -6.48550 -11.26524 0.58290
13 O -13.43848 -4.55813 6.35927
14 H -13.96246 -3.89940 5.90347
15 H -12.53367 -4.34535 6.13059
16 O -9.46116 -10.84471 2.73850
17 H -10.37067 -10.55567 2.81238
18 H -9.52186 -11.76495 2.48216
19 C -9.94129 -8.98383 -0.43395
20 C -9.06597 -8.86429 -1.68245
21 O -9.60914 -7.66787 -2.38149
22 H -9.97569 -8.24278 0.36464
23 H -9.61670 -9.84977 0.14302
24 H -10.95703 -9.29176 -0.68205
25 H -9.08330 -9.76635 -2.29409
26 H -7.99794 -8.71352 -1.52528
27 H -9.49784 -7.64620 -3.33476
28 C -4.56281 -3.70498 5.03857
29 C -5.29928 -4.89592 5.70531
30 O -6.23885 -5.23896 4.70658
31 H -4.05292 -3.78468 4.07849
32 H -3.96837 -3.05354 5.67916
33 H -5.28231 -2.90663 4.85679
34 H -5.85419 -4.56641 6.58372
35 H -4.55901 -5.63499 6.01170
36 H -6.92527 -4.56883 4.66979
37 C -4.71147 -10.46177 5.33402
38 C -5.58696 -9.71453 4.32255
39 O -6.58494 -8.97603 4.92650
40 H -3.98276 -11.07325 4.80187
41 H -5.22625 -11.03761 6.10311
42 H -4.19857 -9.71481 5.93989
43 H -5.96209 -10.47865 3.64174
44 H -4.99752 -8.93563 3.83883
45 H -6.80047 -8.21512 4.38227
46 C -12.68778 -10.31955 9.58516
47 C -12.34089 -9.14592 8.74320
48 O -13.46116 -8.41138 8.56952
49 H -13.34524 -11.07470 9.15435
50 H -13.18300 -9.96636 10.48965
51 H -11.74837 -10.79592 9.86564
52 H -11.94610 -9.45106 7.77412
53 H -11.62408 -8.47339 9.21436
54 H -13.23334 -7.53094 8.87699
55 C -12.92098 -11.96431 3.14355
56 C -12.86279 -11.09099 1.90615
57 C -14.27254 -10.89214 1.22174
58 O -14.62987 -11.96189 0.31530
59 C -15.66031 -11.56480 -0.66002
60 N -12.14299 -9.83505 2.19810
61 H -13.47685 -12.87467 2.91917
62 H -13.52398 -11.47765 3.91014
63 H -11.94665 -12.24416 3.54414
64 H -12.29439 -11.55551 1.10040
65 H -14.10859 -9.98296 0.64327
66 H -15.06116 -10.66971 1.94055
67 H -15.27662 -10.70241 -1.20515
68 H -16.60563 -11.25896 -0.21177
69 H -15.81182 -12.31530 -1.43584
70 H -12.27212 -9.19695 1.42593
71 H -12.46491 -9.43128 3.06611
72 C -8.21037 -8.54863 9.73989
73 C -7.81268 -8.36902 8.26422
74 C -6.32190 -7.91326 8.16532
75 O -6.09825 -6.70117 8.83395
76 C -4.73271 -6.51768 9.08512
77 N -7.89985 -9.62195 7.48004
78 H -7.53481 -9.26656 10.20497
79 H -9.20861 -8.96967 9.85961
80 H -8.07675 -7.65573 10.35062
81 H -8.42807 -7.55419 7.88285
82 H -6.03116 -7.85174 7.11662
83 H -5.65926 -8.68354 8.55990
84 H -4.26396 -7.26766 9.72221
85 H -4.54666 -5.52464 9.49422
86 H -4.27861 -6.61088 8.09860
87 H -7.44854 -9.55861 6.57871
88 H -8.89677 -9.72825 7.35782
89 C -10.31396 -14.12693 8.61092
90 C -10.54018 -12.83848 7.76872
91 C -9.70257 -12.82693 6.48338
92 O -8.31968 -12.90343 6.86073
93 C -7.46450 -12.46599 5.76731
94 N -12.01838 -12.95241 7.44712
95 H -9.28789 -14.13255 8.97870
96 H -10.60491 -15.00167 8.02931
97 H -11.03172 -14.16733 9.43024
98 H -10.32008 -12.01311 8.44579
99 H -9.93825 -11.93487 5.90306
100 H -10.01173 -13.65661 5.84765
101 H -6.45801 -12.87515 5.85479
102 H -7.33238 -11.38956 5.65803
103 H -7.88803 -12.83535 4.83333
104 H -12.34325 -12.09645 7.02063
105 H -12.49025 -12.87894 8.33710
106 C -10.89044 -5.61124 4.40985
107 C -9.69747 -4.67158 4.77823
108 C -9.15232 -4.08552 3.44986
109 O -8.06244 -3.22953 3.75332
110 C -7.42949 -2.83178 2.55937
111 N -10.34625 -3.62661 5.61436
112 H -11.15126 -6.36203 5.15577
113 H -10.68589 -6.15873 3.48979
114 H -11.89516 -5.19479 4.33765
115 H -8.93962 -5.25735 5.29844
116 H -9.99676 -3.62633 2.93590
117 H -8.81925 -4.94113 2.86241
118 H -8.03135 -2.15384 1.95418
119 H -7.21311 -3.74558 2.00597
120 H -6.44587 -2.37578 2.67188
121 H -9.65526 -2.89422 5.69327
122 H -10.22506 -3.93452 6.56861

## Properties
Strongest force on any atom   3.6 eV Å⁻¹
Gap between HOMO and LUMO   8.77 eV
Energy above the lowest of the compared OMol25 structures with the same formula, charge and spin   144.10 kJ/mol
Highest occupied orbital energy   -8.5386 eV
Electronic energy   -60806.183 eV

Atomic partial charges in e from the Löwdin method, atoms 1 to 2: -0.0412, 0.0438


Formula: C3H7N3S
Source: OMol25
Level of theory: ωB97M-V/def2-TZVPD

Positions of all 14 atoms, in Å:
1 C -0.68149 0.63656 0.21151
2 C 0.38871 -0.37960 0.12773
3 C 1.49008 -0.64856 1.12039
4 H -1.66916 -1.17122 -1.39009
5 H -2.34348 -1.82995 0.04348
6 H -2.54090 1.07426 -0.11738
7 H 0.31165 2.22858 -0.03740
8 H -0.00840 -1.38745 0.02107
9 H 1.66376 0.14372 1.85149
10 H 1.51018 -1.60479 1.66822
11 N -2.37456 -1.08490 -0.57063
12 N -1.99453 0.04324 0.51092
13 N -0.64180 1.87175 -0.01016
14 S 1.93556 -0.05714 -0.64425

## Properties
Strongest force on any atom   7.1 eV Å⁻¹
Gap between HOMO and LUMO   9.97 eV
Energy above the lowest of the compared OMol25 structures with the same formula, charge and spin   457.79 kJ/mol
Highest occupied orbital energy   -9.4658 eV
Electronic energy   -18525.726 eV

Atomic partial charges in e from the Löwdin method, atoms 1 to 2: -0.5349, -0.6926


Formula: C20H28NO4
Source: OMol25
Level of theory: ωB97M-V/def2-TZVPD

Positions of all 53 atoms, in Å:
1 C -5.47372 -2.24365 0.78943
2 C -5.89170 -0.98395 0.03803
3 C -5.02963 0.23379 0.35365
4 C -5.53830 1.49426 -0.37008
5 O -4.47298 2.42327 -0.37421
6 N -3.60908 0.04213 -0.06823
7 C -2.62006 -0.32729 0.98691
8 C -1.25384 -0.37510 0.36454
9 C -0.58714 -1.57018 0.15920
10 C 0.65597 -1.56805 -0.44950
11 C 1.26099 -0.39446 -0.88624
12 O 2.45103 -0.35515 -1.53460
13 C 3.32633 -1.46036 -1.50156
14 C 3.93937 -1.70388 -0.10602
15 O 4.91547 -2.69926 -0.29776
16 C 4.49059 -0.40126 0.42644
17 C 3.75124 0.36107 1.32112
18 C 4.23944 1.57670 1.76879
19 C 5.47089 2.03433 1.33037
20 C 6.21433 1.27372 0.44330
21 C 5.72450 0.06233 -0.01078
22 C 0.58366 0.83336 -0.67951
23 O 0.99081 2.06927 -1.03617
24 C 2.29568 2.32969 -1.52226
25 C -0.66024 0.80821 -0.05811
26 H -5.42605 -2.05919 1.85952
27 H -6.20773 -3.02577 0.61969
28 H -4.51262 -2.62093 0.44865
29 H -5.87455 -1.17312 -1.03788
30 H -6.91979 -0.73748 0.30577
31 H -5.01718 0.42340 1.43050
32 H -6.41294 1.88724 0.15528
33 H -5.83170 1.24662 -1.39965
34 H -4.78020 3.28286 -0.67870
35 H -3.55240 -0.63803 -0.83314
36 H -3.31424 0.96987 -0.43259
37 H -2.88889 -1.29207 1.41599
38 H -2.66727 0.43905 1.76297
39 H -1.01806 -2.50544 0.48145
40 H 1.15555 -2.51057 -0.59898
41 H 2.85480 -2.37697 -1.87025
42 H 4.13646 -1.19307 -2.18331
43 H 3.15807 -2.06745 0.58372
44 H 5.44628 -2.78131 0.50252
45 H 2.79088 0.00225 1.66795
46 H 3.65835 2.16499 2.46329
47 H 5.85153 2.98074 1.68281
48 H 7.17610 1.62537 0.10258
49 H 6.29796 -0.53623 -0.70337
50 H 2.47052 1.84646 -2.48394
51 H 2.33359 3.41146 -1.64378
52 H 3.05980 2.01572 -0.80956
53 H -1.13986 1.76201 0.10571

## Properties
Strongest force on any atom   0.8 eV Å⁻¹
Total charge   +1
Gap between HOMO and LUMO   8.56 eV
Energy above the lowest of the compared OMol25 structures with the same formula, charge and spin   22.56 kJ/mol
Highest occupied orbital energy   -10.8645 eV
Electronic energy   -30867.825 eV

Atomic partial charges in e from the Löwdin method, atoms 1 to 2: -0.0824, -0.1960


Formula: C27H20AsCoN2O3S2
Source: OMol25
Level of theory: ωB97M-V/def2-TZVPD

Positions of all 56 atoms, in Å:
1 Co -0.00982 -0.32030 -0.24322
2 S 3.62513 -0.18966 2.41836
3 C 2.83066 -1.68301 2.72971
4 C 1.67640 -1.83164 2.02221
5 C 1.37024 -0.73598 1.17513
6 C 2.33959 0.22894 1.28144
7 C 2.26291 1.47586 0.60192
8 C 3.17727 2.52638 0.75908
9 C 2.98042 3.69656 0.06220
10 C 1.86690 3.80993 -0.76276
11 C 1.00536 2.73172 -0.85817
12 N 1.19837 1.59434 -0.21603
13 H 3.28232 -2.36426 3.42623
14 H 1.04817 -2.70405 2.10692
15 H 4.02143 2.38908 1.41481
16 H 3.68074 4.51475 0.15273
17 H 1.67594 4.70901 -1.32927
18 H 0.12074 2.77922 -1.48166
19 S -1.61705 0.88174 -1.42707
20 C -3.16331 0.94710 -0.64475
21 C -4.21740 1.52554 -1.35910
22 C -5.47222 1.64416 -0.80503
23 C -5.70290 1.18135 0.48237
24 C -4.66324 0.61723 1.20457
25 C -3.38721 0.49764 0.66942
26 As -1.87851 -0.29238 1.62381
27 C -1.03681 1.32664 2.32477
28 C -1.34778 2.61104 1.90186
29 C -0.60588 3.69521 2.33876
30 C 0.45822 3.50920 3.20522
31 C 0.75751 2.23468 3.66066
32 C 0.01640 1.15612 3.22140
33 C -2.86201 -0.82078 3.26687
34 C -2.79939 -0.15281 4.48245
35 C -3.52953 -0.59978 5.57165
36 C -4.33071 -1.72347 5.46309
37 C -4.38793 -2.40948 4.25962
38 C -3.64788 -1.96889 3.17783
39 H -4.01185 1.87716 -2.35812
40 H -6.27235 2.10102 -1.37228
41 H -6.68662 1.26759 0.92673
42 H -4.84609 0.26803 2.21603
43 H -2.17469 2.76720 1.21701
44 H -0.85994 4.69239 2.00466
45 H 1.05362 4.35299 3.52465
46 H 1.57319 2.08257 4.35438
47 H 0.25472 0.15352 3.56338
48 H -2.19217 0.74016 4.56941
49 H -3.48481 -0.05791 6.50718
50 H -4.90649 -2.06478 6.31337
51 H -5.01824 -3.28400 4.16776
52 H -3.68513 -2.49752 2.22885
53 O 0.27322 -3.58986 -2.15905
54 N 0.15714 -2.55008 -1.55536
55 O -0.69580 -2.40334 -0.66187
56 O 0.89392 -1.57222 -1.79914

## Properties
<S²>   0.797
Multiplicity   2
Strongest force on any atom   1.5 eV Å⁻¹
Total charge   -1
Gap between HOMO and LUMO (alpha / beta)   6.85 / 6.80 eV
Energy above the lowest of the compared OMol25 structures with the same formula, charge and spin   0.00 kJ/mol
Highest occupied orbital energy (alpha / beta)   -4.3563 / -4.3091 eV
Electronic energy   -157581.199 eV

Atomic partial charges in e from the Löwdin method, atoms 1 to 2: 0.1967, 0.9729


Formula: C5H10NO
Source: OMol25
Level of theory: ωB97M-V/def2-TZVPD

Positions of all 17 atoms, in Å:
1 C -0.73644 0.69104 -2.55603
2 C 0.23334 -1.09036 1.24277
3 C -0.54847 -0.19960 0.48787
4 C -0.33509 -2.43598 1.50151
5 C 1.50760 2.48503 0.14087
6 N -0.18087 0.97863 0.14245
7 O 1.12214 1.38618 0.54962
8 H -0.17841 -0.17115 -2.11396
9 H -1.72149 0.53161 -2.64602
10 H 1.13781 -0.81823 1.70497
11 H -1.56271 -0.38512 0.11963
12 H -0.49888 -3.07063 0.62722
13 H 0.11567 -2.88672 2.41152
14 H -1.38650 -2.30925 1.78802
15 H 0.90497 3.04913 -0.45895
16 H 2.56231 2.71627 0.26730
17 H -0.43497 1.52917 -3.20879

## Properties
Strongest force on any atom   3.7 eV Å⁻¹
Total charge   +1
Gap between HOMO and LUMO (alpha / beta)   7.13 / 5.68 eV
Energy above the lowest of the compared OMol25 structures with the same formula, charge and spin   814.20 kJ/mol
Highest occupied orbital energy (alpha / beta)   -13.2202 / -12.0266 eV
Electronic energy   -8870.142 eV

Atomic partial charges in e from the Löwdin method, atoms 1 to 2: 0.0858, -0.0193


Formula: C24H49N4O4P3STb
Source: OMol25
Level of theory: ωB97M-V/def2-TZVPD

Positions of all 86 atoms, in Å:
1 Tb -0.51175 1.01661 -0.76652
2 N 1.09621 2.36236 1.02718
3 C 1.46431 3.70975 0.57367
4 C 1.30706 3.88286 -0.94668
5 O 1.70263 4.94261 -1.44921
6 N 0.73770 2.84175 -1.53957
7 C 0.56816 2.94766 -2.98784
8 C -0.52826 1.96718 -3.43173
9 O -1.38952 2.33522 -4.22155
10 O -0.44629 0.78989 -2.90454
11 H 1.02873 2.33716 2.03587
12 H 1.82938 1.70970 0.76904
13 H 2.49330 3.98639 0.82560
14 H 0.81344 4.44296 1.05675
15 H 1.49915 2.66543 -3.49727
16 H 0.31843 3.96243 -3.29683
17 C -2.11838 4.75639 -0.12648
18 P -2.55318 3.04729 -0.65303
19 C -3.48158 3.39151 -2.19343
20 C -3.98040 2.70273 0.47393
21 C -3.51771 2.42335 1.90728
22 P -1.96383 1.37944 2.00182
23 C -1.22270 2.28412 3.45845
24 C -2.53396 -0.07818 2.97060
25 H -2.97657 5.42479 -0.21137
26 H -1.30512 5.11703 -0.75949
27 H -1.76691 4.74160 0.90695
28 H -4.26264 4.13473 -2.01993
29 H -3.92330 2.46144 -2.55272
30 H -2.79363 3.73268 -2.96535
31 H -4.48153 1.82650 0.06857
32 H -4.67960 3.54414 0.44330
33 H -4.31093 1.94311 2.48503
34 H -3.28091 3.37060 2.39738
35 H -1.95387 2.41307 4.25958
36 H -0.86740 3.26998 3.14737
37 H -0.37384 1.71548 3.84704
38 H -3.13274 0.24336 3.82490
39 H -1.65189 -0.61536 3.32327
40 H -3.11616 -0.73527 2.32907
41 S -3.71794 -1.33603 -4.73435
42 C -3.55080 -0.89014 -3.23621
43 N -3.51624 -0.58202 -2.08564
44 C 2.13203 -4.16657 1.89064
45 C 1.12548 -3.03316 1.71150
46 C -0.29552 -3.61239 1.65257
47 C 1.15145 -2.09982 2.93349
48 P 1.28884 -1.90869 0.14670
49 N 0.47540 -0.62925 0.35101
50 C 0.79268 -2.99509 -1.36564
51 C -0.73889 -2.98608 -1.48165
52 C 1.31874 -2.27978 -2.61953
53 C 1.30371 -4.43539 -1.37168
54 C 3.17666 -1.53862 -0.08068
55 C 3.64530 -1.00725 1.28228
56 C 3.31293 -0.37925 -1.08658
57 C 4.08283 -2.69493 -0.49693
58 H 1.84244 -4.76926 2.75807
59 H 3.13867 -3.79017 2.07658
60 H 2.16344 -4.82454 1.02109
61 H -0.56973 -4.02392 2.62906
62 H -0.38565 -4.41719 0.92467
63 H -1.00724 -2.82240 1.40255
64 H 0.64134 -2.57124 3.77985
65 H 0.62739 -1.17555 2.67788
66 H 2.16219 -1.85463 3.25614
67 H -1.11785 -1.98360 -1.28940
68 H -1.22681 -3.67532 -0.79589
69 H -1.03324 -3.26322 -2.49823
70 H 1.02278 -1.23027 -2.62759
71 H 0.87751 -2.74462 -3.50552
72 H 2.40082 -2.35322 -2.71700
73 H 0.82932 -5.04408 -0.60156
74 H 2.38462 -4.49236 -1.23476
75 H 1.06150 -4.88356 -2.34032
76 H 2.91234 -0.30352 1.68262
77 H 4.60238 -0.48669 1.18098
78 H 3.78708 -1.81263 2.00327
79 H 2.42596 0.25604 -1.07846
80 H 3.46408 -0.73090 -2.10559
81 H 4.17119 0.24867 -0.83061
82 H 4.00235 -3.54144 0.18648
83 H 5.12284 -2.35189 -0.48888
84 H 3.86112 -3.04830 -1.50411
85 O -3.19409 -0.05546 0.07244
86 C -2.68731 -0.07474 -1.05216

## Properties
<S²>   12.677
Multiplicity   7
Strongest force on any atom   2.4 eV Å⁻¹
Total charge   -1
Gap between HOMO and LUMO (alpha / beta)   7.32 / 7.09 eV
Energy above the lowest of the compared OMol25 structures with the same formula, charge and spin   140.41 kJ/mol
Highest occupied orbital energy (alpha / beta)   -4.8765 / -4.6397 eV
Electronic energy   -100975.500 eV

Atomic partial charges in e from the Löwdin method, atoms 1 to 2: 1.2235, -0.0463